w:
48
Properties=species:S:1:pos:R:3 method="wB97M-V/def2-TZVPD" lumo_ev=0.75 smiles=COC[C@@]12Cc3ccc(O)cc3[C@@](C)(CC[C@H]1N(C)C)C2 total_charge=0 molar_mass_da=289.4
C 1.99156 -3.76813 1.45982
O 1.15485 -2.65652 1.26972
C 1.82637 -1.54519 0.63531
C 0.96497 -0.30292 0.38940
C 0.76338 0.23917 1.76335
C -0.37388 1.23218 1.92014
C -0.54915 1.74711 3.26940
C -1.67381 2.42641 3.65065
C -2.64829 2.62511 2.65822
O -3.71638 3.47337 2.79655
C -2.53263 2.09936 1.32646
C -1.39658 1.37654 0.97343
C -1.23480 0.80239 -0.48857
C -2.58864 0.44765 -1.07381
C -0.46037 1.92911 -1.23418
C 1.04426 1.96667 -0.95188
C 1.71049 0.62309 -0.58723
N 3.15037 0.96110 -0.31279
C 4.28600 0.07952 -0.71632
C 3.59767 2.23260 0.35397
C -0.44355 -0.59557 -0.32656
H 1.93815 -4.44346 0.58211
H 3.07166 -3.46011 1.46741
H 1.77699 -4.29594 2.47804
H 2.23500 -1.92941 -0.34706
H 2.62205 -1.29277 1.23804
H 0.65559 -0.62035 2.35462
H 1.70066 0.70385 2.21827
H 0.21680 1.59796 4.04479
H -1.76614 2.69554 4.69967
H -4.25794 3.43680 1.98751
H -3.40724 2.01804 0.56120
H -3.09316 -0.08783 -0.37336
H -2.51909 -0.31121 -1.83820
H -3.06182 1.40760 -1.33160
H -0.61532 1.61612 -2.33197
H -1.01502 2.84502 -1.23018
H 1.06044 2.55526 -0.08704
H 1.49983 2.53108 -1.76778
H 1.73275 0.15237 -1.58219
H 5.04717 -0.07308 0.01309
H 4.71103 0.44354 -1.56495
H 4.00878 -0.91090 -1.04533
H 3.89619 2.96609 -0.45119
H 4.50367 2.07475 0.95164
H 2.94130 2.66465 1.14313
H -1.06918 -1.31340 0.16901
H -0.28449 -0.96277 -1.33227

x:
48
Properties=species:S:1:pos:R:3 method="wB97M-V/def2-TZVPD" lumo_ev=0.82 smiles="CCCc1ccc(OCCNC(=O)C2CCCCC2)cc1" total_charge=0 molar_mass_da=289.4
C 3.54728 -1.27855 1.68762
C 2.51991 -1.67968 2.73798
C 1.74677 -2.94454 2.33926
C 0.88579 -2.70268 1.13325
C -0.31771 -2.02210 1.25345
C -1.10502 -1.73749 0.15205
C -0.69278 -2.13314 -1.11655
O -1.37489 -1.92472 -2.28440
C -2.39116 -0.94723 -2.34974
C -1.81724 0.46848 -2.53017
N -1.00336 0.88483 -1.41372
C -1.50610 1.63133 -0.40207
O -2.62762 2.09651 -0.44856
C -0.60388 1.84259 0.81398
C 0.87653 1.49634 0.64782
C 1.57639 2.44992 -0.31776
C 1.42505 3.88897 0.16649
C -0.05137 4.24452 0.31034
C -0.74446 3.29612 1.28379
C 0.50662 -2.83438 -1.24350
C 1.27989 -3.11196 -0.13508
H 3.06546 -1.10117 0.72872
H 4.28717 -2.06557 1.55836
H 4.06342 -0.36916 1.98687
H 1.81158 -0.86156 2.88550
H 3.02673 -1.85940 3.68862
H 1.11829 -3.25104 3.17866
H 2.45653 -3.74792 2.13384
H -0.65351 -1.70561 2.23083
H -2.03059 -1.20301 0.29962
H -3.04642 -0.97939 -1.47448
H -2.97850 -1.20751 -3.23406
H -1.21114 0.49780 -3.43978
H -2.64467 1.17687 -2.61174
H -0.12147 0.41417 -1.29796
H -1.02885 1.18923 1.58798
H 1.00844 0.45540 0.34015
H 1.34935 1.59239 1.62921
H 1.14129 2.36451 -1.31540
H 2.63470 2.18768 -0.38837
H 1.90677 4.57059 -0.53746
H 1.92116 4.00125 1.13376
H -0.54081 4.17616 -0.66353
H -0.15388 5.27200 0.66494
H -1.80447 3.54418 1.34917
H -0.30212 3.40054 2.27703
H 0.81115 -3.15226 -2.22849
H 2.20672 -3.65316 -0.25846

Most favorable first, least favorable last: x, w

w:
16
Properties=species:S:1:pos:R:3 method="wB97M-V/def2-TZVPD" lumo_ev=0.53 total_charge=0 molar_mass_da=112.1
C -0.13179 0.12778 2.07277
C 0.18206 0.83054 -0.01213
C 0.15115 1.29542 -2.32196
C 0.43271 -0.01456 -2.79752
H -0.36861 -1.73343 3.46219
H -0.88502 -3.07656 2.46296
H 0.95268 0.21902 2.77177
H 1.25895 -0.05411 0.04099
H -0.78453 2.34248 -0.88149
H 0.10570 2.04357 -3.24594
H 0.80493 -0.51811 -3.84407
H -0.05485 -1.08544 -2.07422
N -0.18964 -2.14604 2.44477
N -0.69695 -0.93514 1.73355
N -0.57064 1.13744 1.17552
N -0.20617 1.56714 -0.98717

x:
16
Properties=species:S:1:pos:R:3 method="wB97M-V/def2-TZVPD" lumo_ev=1.04 total_charge=0 molar_mass_da=112.1
H -0.21817 2.79829 -0.15593
N 0.27740 1.86652 -0.19845
C -0.49497 0.85130 0.06954
C -1.97684 0.70314 0.08639
C -2.27511 -0.62504 -0.00714
N -1.08735 -1.37226 0.03950
N -0.00019 -0.44592 0.28953
N 1.19617 -0.98388 -0.29821
C 2.32812 -0.09179 0.09791
H -2.68902 1.59414 0.22458
H -3.23028 -1.11668 -0.31980
H -0.79531 -1.78843 -0.80981
H 1.25888 -1.82547 0.32641
H 3.30459 -0.67934 -0.10197
H 2.24166 0.24076 1.16533
H 2.16042 0.87464 -0.40786

y:
16
Properties=species:S:1:pos:R:3 method="wB97M-V/def2-TZVPD" lumo_ev=0.20 total_charge=0 molar_mass_da=112.1
C 2.16025 -0.30491 0.53124
C -0.09583 -0.17544 -0.23469
C -1.81304 -1.33647 0.02641
C -1.11467 0.62746 0.23508
H 1.86012 -1.48207 0.72708
H 2.13243 0.14180 1.57177
H 3.23611 -0.35536 0.18965
H 1.30846 1.36765 -0.41110
H -0.17374 -2.34088 -1.01616
H -2.21469 -2.30718 -0.14326
H -2.14956 2.68432 0.51925
H -0.73475 2.56133 -1.43626
N 1.28997 0.31158 -0.54199
N -0.56326 -1.43670 -0.40580
N -2.25410 -0.16784 0.46841
N -0.87371 2.21271 -0.07961

z:
16
Properties=species:S:1:pos:R:3 method="wB97M-V/def2-TZVPD" lumo_ev=0.64 smiles="[H]/N=C(/NC#N)N(C)C" total_charge=0 molar_mass_da=112.1
H -2.06432 0.46301 -1.00618
N -1.97130 -0.50353 -0.89114
C -0.74460 -0.55831 -0.44603
N -0.40282 -1.97882 -0.04634
C 0.24700 -2.26015 1.06347
N 0.79287 -2.41291 2.05108
N 0.14173 0.47030 -0.10978
C 1.52663 0.28057 0.37043
C -0.27565 1.76371 -0.48492
H -1.34664 -2.35759 -0.28585
H 1.52820 1.01670 1.27923
H 1.65632 -0.80588 0.59566
H 2.19421 0.50914 -0.40099
H -0.31519 1.95136 -1.55976
H -1.28282 1.87748 -0.04818
H 0.31637 2.54492 -0.08069

Most favorable first, least favorable last: z, x, y, w

w:
16
Properties=species:S:1:pos:R:3 method="wB97M-V/def2-TZVPD" lumo_ev=0.49 total_charge=0 molar_mass_da=112.1
C -0.82393 -2.10676 -1.26628
C 0.05799 -1.02245 -0.56321
C 1.28231 -0.92717 0.12223
C -0.68288 0.10323 0.14042
H -1.64994 -2.35270 -0.62745
H -1.47413 -1.05883 -1.92156
H -0.36593 -2.82911 -1.92917
H 2.12801 -1.53137 -0.20831
H 1.98540 0.92445 0.63250
H -0.20810 2.09377 -0.54051
H 0.28436 3.07784 1.10346
H -2.20571 0.01944 -1.24751
N 1.45234 0.11602 1.08566
N 0.05020 0.78181 1.11751
N 0.53203 2.23334 0.43347
N -1.67670 0.49388 -0.61671

x:
16
Properties=species:S:1:pos:R:3 method="wB97M-V/def2-TZVPD" lumo_ev=0.72 smiles="[H]/N=C1/CC/C(=N/N)N1" total_charge=0 molar_mass_da=112.1
H 1.61404 0.27774 2.42751
N 1.63175 -0.61104 1.97123
C 0.96731 -0.64102 0.86451
C 0.98080 -1.64416 -0.34587
C -0.13925 -1.09069 -1.17574
C -0.57626 0.24473 -0.53024
N -1.30390 1.25046 -1.12542
N -1.65479 2.15537 0.06414
N -0.00673 0.33063 0.67232
H 2.03465 -1.15019 -0.66172
H 1.17305 -2.72729 0.05775
H 0.36941 -1.23273 -2.24955
H -0.93062 -1.65170 -1.14186
H -2.61483 2.00425 0.67636
H -1.49425 2.98850 -0.48227
H -0.05040 1.49715 0.97886

Most favorable first, least favorable last: x, w

w:
10
Properties=species:S:1:pos:R:3 method="wB97M-V/def2-TZVPD" lumo_ev=-0.12 total_charge=0 molar_mass_da=92.1
H -0.27535 0.20771 2.56472
N -0.66886 -0.57229 1.94811
C -0.93881 -0.27384 0.81606
O -0.56303 0.96388 0.30904
N -0.87164 1.22715 -1.06313
O -0.58898 2.34018 -1.33257
H -1.38037 -1.04392 -0.01219
O 1.52849 -0.73379 -1.26652
H 1.90531 -0.56028 -0.44394
H 1.85324 -1.55480 -1.51959

x:
10
Properties=species:S:1:pos:R:3 method="wB97M-V/def2-TZVPD" lumo_ev="-0.86 / -0.86" total_charge=0 molar_mass_da=92.1
C 0.53118 1.24473 0.48366
N 0.45650 0.42016 -0.41399
N 0.05357 -1.31846 0.67809
O -0.50127 2.86230 -1.58033
O 0.73606 2.50932 0.32944
O 0.75883 2.91707 -1.01056
H 0.43908 1.05116 1.52710
H -0.67757 -1.52380 0.16027
H 0.76768 -1.91209 0.25885
H -0.59076 1.97101 -1.81942

Most favorable first, least favorable last: w, x

w:
10
Properties=species:S:1:pos:R:3 method="wB97M-V/def2-TZVPD" lumo_ev=-0.76 total_charge=0 molar_mass_da=92.1
C -0.23137 0.83905 -0.04292
N 1.58677 -0.68970 -0.06335
N -1.47939 0.00105 0.09634
O -1.40949 -1.18514 0.21497
O -2.47084 0.66090 0.12092
O 0.81169 0.28406 -0.74497
H 0.14031 0.81097 1.76356
H -0.43207 1.80157 -0.56590
H 2.42561 -1.00211 -0.76972
H 1.05878 -1.52064 -0.00893

x:
10
Properties=species:S:1:pos:R:3 method="wB97M-V/def2-TZVPD" lumo_ev=-0.67 total_charge=0 molar_mass_da=92.1
C -0.30564 -0.27573 0.09961
N -0.93279 0.78767 -0.66242
N 1.15582 0.12209 0.11011
O 1.47333 1.28965 0.09631
O 1.93149 -0.83200 0.11892
O -0.49263 -1.54661 -0.27389
H -0.66966 0.18345 1.60309
H -0.73513 1.61229 -0.17186
H -1.91288 0.55445 -0.78530
H 0.48809 -1.89527 -0.13456

Most favorable first, least favorable last: x, w

w:
11
Properties=species:S:1:pos:R:3 method="wB97M-V/def2-TZVPD" lumo_ev=4.14 total_charge=-1 molar_mass_da=79.1
S -0.28621 2.71646 -1.21328
H -0.10692 3.62723 -0.22394
C 0.64285 -0.72735 0.20832
O 0.98956 -0.32531 -1.10977
C -0.85882 -1.03715 0.42191
H 0.92251 0.05963 0.91337
H 1.19323 -1.63164 0.50723
H 1.00234 0.66069 -0.95441
H -1.11802 -1.98169 -0.05481
H -1.39312 -0.18277 0.01189
H -0.98739 -1.17808 1.49349

x:
11
Properties=species:S:1:pos:R:3 method="wB97M-V/def2-TZVPD" lumo_ev=4.05 total_charge=-1 molar_mass_da=79.1
O -1.27401 -1.34696 1.94217
H -1.96408 -0.80572 1.53941
C -0.02709 1.59595 -1.36825
S 0.41438 0.62094 0.00909
C 0.75413 -1.09219 -0.78224
H -0.96318 2.13480 -1.45380
H 0.71787 1.94962 -2.07543
H -0.49028 -1.06595 1.43549
H 1.03755 -0.86556 -1.79951
H 1.46824 -1.67400 -0.20032
H -0.19262 -1.63503 -0.78274

y:
11
Properties=species:S:1:pos:R:3 method="wB97M-V/def2-TZVPD" lumo_ev=3.90 total_charge=-1 molar_mass_da=79.1
O 3.84293 1.74528 0.34922
H 3.15841 1.81060 1.01495
C -1.21752 -1.26147 -0.50243
C -1.60677 0.14441 -0.02859
S -0.81593 0.70734 1.47603
H -1.76478 -1.62110 -1.37000
H -0.12533 -1.33235 -0.45868
H -1.47346 -2.01117 0.26336
H -2.70683 0.13781 0.00371
H -1.38335 0.81112 -0.86953
H 4.09264 0.86952 0.12195

z:
11
Properties=species:S:1:pos:R:3 method="wB97M-V/def2-TZVPD" lumo_ev=4.24 total_charge=-1 molar_mass_da=79.1
O 0.51840 -3.51101 0.10441
H 0.34167 -2.55078 0.03415
C -0.62006 1.27612 0.74227
C -0.01072 1.28368 -0.67760
S 1.08052 -0.17693 -0.95507
H -0.11141 0.69541 1.50732
H -0.65764 2.32765 1.10110
H -1.68654 1.02505 0.73578
H 0.47052 2.24689 -0.82747
H -0.70777 0.90692 -1.42029
H 1.38305 -3.52300 -0.34460

Most favorable first, least favorable last: w, z, y, x